{"formula": "C42H75N7O4", "method": "ωB97M-V with the def2-TZVPD basis set", "gap_ev": 9.67, "smiles": "COCCCCCCCCCC[C@@H]1COC(=O)O1.CCCC#N.CCCC#N.CCCC#N.CCCC#N.CCCC#N.CCCC#N.CCCC#N", "lumo_ev": 0.33, "homo_ev": -9.34, "largest_force_ev_per_a": 0.7, "species": ["C", "O", "C", "C", "C", "C", "C", "C", "C", "C", "C", "C", "C", "C", "O", "C", "O", "O", "H", "H", "H", "H", "H", "H", "H", "H", "H", "H", "H", "H", "H", "H", "H", "H", "H", "H", "H", "H", "H", "H", "H", "H", "H", "H", "C", "C", "C", "C", "N", "H", "H", "H", "H", "H", "H", "H", "C", "C", "C", "C", "N", "H", "H", "H", "H", "H", "H", "H", "C", "C", "C", "C", "N", "H", "H", "H", "H", "H", "H", "H", "C", "C", "C", "C", "N", "H", "H", "H", "H", "H", "H", "H", "C", "C", "C", "C", "N", "H", "H", "H", "H", "H", "H", "H", "C", "C", "C", "C", "N", "H", "H", "H", "H", "H", "H", "H", "C", "C", "C", "C", "N", "H", "H", "H", "H", "H", "H", "H"], "coordinates": [[-1.664611, -1.241856, 1.860112], [-2.545362, -1.240735, 0.749962], [-3.287762, -2.446436, 0.615517], [-4.432216, -2.599388, 1.617275], [-5.725083, -1.828699, 1.269988], [-5.992712, -0.475369, 1.982204], [-4.785137, 0.215195, 2.617101], [-4.542448, -0.086902, 4.096563], [-3.259593, 0.597265, 4.611190], [-3.461647, 1.402313, 5.892381], [-2.253588, 2.243894, 6.336848], [-1.552911, 3.010967, 5.212918], [-2.411524, 4.098558, 4.599940], [-1.856382, 4.742212, 3.316316], [-1.376856, 6.019243, 3.779743], [-2.153759, 6.337281, 4.847870], [-2.452167, 7.433058, 5.182377], [-2.491771, 5.206545, 5.510795], [-1.678362, -0.253168, 2.326640], [-1.961213, -1.977170, 2.617394], [-0.641654, -1.460843, 1.531353], [-3.694446, -2.456864, -0.397958], [-2.606894, -3.306667, 0.702570], [-4.069963, -2.356581, 2.618618], [-4.670370, -3.670503, 1.633971], [-5.748834, -1.676700, 0.186422], [-6.567444, -2.494835, 1.484866], [-6.404362, 0.207747, 1.231634], [-6.784896, -0.593885, 2.730981], [-4.918168, 1.304046, 2.546838], [-3.883962, -0.016571, 2.046076], [-5.411898, 0.231036, 4.684579], [-4.454154, -1.167808, 4.255159], [-2.488002, -0.160399, 4.795443], [-2.881568, 1.244533, 3.814476], [-4.343035, 2.045706, 5.783379], [-3.696351, 0.704101, 6.704122], [-1.515701, 1.606937, 6.837132], [-2.592141, 2.970592, 7.084931], [-0.654655, 3.492134, 5.621614], [-1.210788, 2.334731, 4.424082], [-3.427041, 3.742222, 4.401011], [-2.634724, 4.918351, 2.570552], [-1.038866, 4.198958, 2.842172], [2.613632, -1.520639, 0.391058], [3.445684, -0.294765, 0.753646], [3.421459, 0.000714, 2.257227], [2.065063, 0.288287, 2.721844], [0.985564, 0.536817, 3.042381], [1.559506, -1.370645, 0.631441], [2.684502, -1.741468, -0.674007], [2.962448, -2.402834, 0.930280], [3.089030, 0.581638, 0.210870], [4.481363, -0.456932, 0.451406], [4.044683, 0.867457, 2.485848], [3.806238, -0.849260, 2.823540], [2.626028, 0.341757, -5.304344], [1.999054, -0.047257, -3.971565], [2.819072, 0.438059, -2.769502], [4.163458, -0.139012, -2.767707], [5.217812, -0.603375, -2.801438], [3.608925, -0.119519, -5.423809], [1.999794, 0.011564, -6.133080], [2.739126, 1.421854, -5.384882], [1.886412, -1.131904, -3.912639], [0.999243, 0.381974, -3.893721], [2.329471, 0.158361, -1.838432], [2.912559, 1.525480, -2.786578], [1.839074, 4.755157, 4.808132], [2.592822, 3.488783, 5.189774], [4.108722, 3.603298, 4.992224], [4.453747, 3.826601, 3.588066], [4.734589, 3.966050, 2.478978], [1.972262, 4.993447, 3.751547], [0.772355, 4.637580, 4.987611], [2.180186, 5.611181, 5.393142], [2.221625, 2.645892, 4.602849], [2.404012, 3.250159, 6.238088], [4.607251, 2.684855, 5.306170], [4.518375, 4.421351, 5.587209], [8.645474, -0.289119, -2.208681], [8.392821, 0.906325, -1.300956], [9.348235, 2.075836, -1.565335], [10.745298, 1.703035, -1.342315], [11.845518, 1.408373, -1.168750], [9.643156, -0.703874, -2.054538], [7.917308, -1.073571, -2.011714], [8.549841, -0.010054, -3.259518], [8.481344, 0.604402, -0.255425], [7.371022, 1.261777, -1.444736], [9.118153, 2.919299, -0.913177], [9.251486, 2.419174, -2.597007], [-7.366606, -5.037692, 0.917823], [-7.100910, -6.532453, 0.781412], [-5.656899, -6.907736, 1.138000], [-4.704061, -6.222402, 0.267663], [-3.961753, -5.634253, -0.387724], [-6.743053, -4.458560, 0.234265], [-8.406898, -4.809516, 0.688137], [-7.163963, -4.694186, 1.934663], [-7.312505, -6.853859, -0.239889], [-7.769373, -7.092928, 1.436922], [-5.493975, -7.982161, 1.046428], [-5.433402, -6.623639, 2.168105], [-4.413486, -4.284535, -5.735022], [-3.140895, -3.918046, -4.981581], [-3.249306, -4.167318, -3.471877], [-4.320472, -3.369182, -2.880420], [-5.181984, -2.745442, -2.436649], [-5.256144, -3.675742, -5.405224], [-4.287308, -4.125117, -6.805727], [-4.672714, -5.333547, -5.579614], [-2.898192, -2.868087, -5.155583], [-2.304461, -4.506441, -5.363192], [-2.317958, -3.914698, -2.963794], [-3.463223, -5.216271, -3.262310], [4.184577, 2.004103, -10.669273], [5.320452, 2.349001, -9.714411], [5.015855, 1.960838, -8.262765], [3.836409, 2.658467, -7.751573], [2.907280, 3.225911, -7.374408], [3.274585, 2.548305, -10.413757], [4.450841, 2.264768, -11.693113], [3.959461, 0.936218, -10.642584], [5.532558, 3.418383, -9.760971], [6.230774, 1.830199, -10.018747], [5.856995, 2.201565, -7.611565], [4.834638, 0.886903, -8.184419]], "atomic_forces_ev_per_a": [[-0.0241, 0.0634, -0.0924], [-0.0704, -0.0110, 0.0914], [0.0799, -0.1778, -0.0140], [-0.1252, -0.0822, -0.1260], [-0.0152, -0.0641, 0.1745], [0.0056, 0.0342, -0.2324], [-0.0060, 0.2562, 0.1555], [0.1617, -0.2501, 0.0597], [-0.1166, -0.1030, 0.1163], [0.0315, -0.0017, 0.0906], [-0.0489, 0.0575, -0.0194], [0.2090, 0.0027, 0.1170], [0.1368, -0.4264, -0.2446], [0.3003, 0.1947, 0.1155], [-0.5155, -0.0633, -0.3911], [0.4018, -0.0946, 0.2817], [0.1821, 0.2121, 0.1378], [-0.6311, 0.1410, -0.3215], [0.1058, -0.1117, -0.1007], [0.0627, 0.0584, -0.0542], [-0.0793, -0.0242, 0.0815], [0.0838, 0.0723, 0.1120], [-0.0417, 0.0901, 0.0134], [-0.0654, -0.0380, -0.0005], [0.0353, 0.1060, 0.0155], [0.0624, -0.0153, 0.0765], [0.0512, 0.1799, -0.0471], [-0.0393, -0.0955, 0.0876], [0.1304, -0.0232, 0.0128], [0.0146, -0.0874, -0.0606], [-0.1103, 0.0485, -0.0246], [0.0561, 0.0319, -0.0523], [-0.1267, 0.0751, -0.0060], [0.0423, 0.1615, -0.1338], [0.0050, -0.0182, 0.0424], [0.0596, -0.0235, -0.0534], [-0.1170, 0.1127, -0.0422], [-0.0580, 0.0134, -0.1194], [0.0775, -0.1200, -0.0012], [-0.1876, -0.1189, -0.0902], [-0.0203, 0.0038, 0.0734], [0.0632, -0.0023, 0.1942], [0.0006, -0.0283, 0.0559], [0.0238, 0.0162, 0.2192], [-0.0116, 0.0638, -0.0198], [0.0014, -0.2507, -0.0533], [0.0565, 0.0826, -0.0712], [-0.6084, 0.2111, 0.1579], [0.5499, -0.1005, -0.0725], [0.0050, -0.0028, 0.0184], [0.0301, -0.0294, 0.0015], [-0.0003, -0.0050, 0.0111], [0.0106, 0.0599, 0.0600], [0.0244, 0.0606, 0.0382], [0.0063, 0.0028, 0.0165], [0.0034, -0.0099, -0.0006], [-0.0283, -0.0826, 0.0409], [0.0390, -0.0112, -0.1256], [-0.1018, -0.0467, -0.1289], [0.5033, -0.1594, -0.0219], [-0.4753, 0.1974, 0.0790], [0.0066, 0.0158, 0.0207], [0.0001, 0.0245, -0.0116], [-0.0087, 0.0288, -0.0117], [-0.0063, 0.0024, 0.0361], [0.0056, 0.0117, 0.0535], [-0.0278, 0.0449, 0.0341], [0.0173, 0.0088, 0.0158], [0.0858, 0.0213, -0.0329], [-0.1395, -0.0036, 0.0145], [-0.1392, -0.0315, 0.0053], [0.2786, 0.0406, -0.5240], [-0.1965, -0.0988, 0.4742], [0.0129, 0.0150, -0.0010], [0.0765, 0.0775, -0.0374], [0.0108, 0.0146, -0.0067], [-0.0131, -0.0172, 0.0138], [0.0567, -0.0238, 0.0158], [0.0251, 0.0175, 0.0439], [0.0093, 0.0190, -0.0265], [0.0268, -0.0423, 0.0480], [-0.0352, -0.0827, -0.0386], [-0.0782, -0.0722, 0.0584], [0.5775, -0.0669, 0.0414], [-0.5106, 0.0970, -0.0592], [0.0214, 0.0510, -0.0023], [-0.0210, 0.0045, -0.0386], [-0.0070, 0.0008, -0.0069], [0.0049, 0.0253, 0.0133], [0.0095, 0.0397, 0.0094], [-0.0046, 0.0212, -0.0197], [0.0050, 0.0111, -0.0075], [-0.0018, -0.0836, -0.0433], [-0.0726, 0.0974, 0.0125], [-0.1519, -0.0302, -0.0946], [0.4723, 0.3606, -0.1645], [-0.2877, -0.3290, 0.1209], [0.0066, -0.0219, 0.0095], [-0.0076, 0.0097, 0.0074], [0.0047, -0.0121, 0.0033], [0.0129, -0.0281, -0.0009], [0.0319, -0.0359, 0.0089], [0.0020, -0.0037, 0.0204], [0.0256, 0.0028, 0.0106], [0.0223, 0.0206, -0.0047], [-0.0291, -0.0412, -0.0572], [0.0154, 0.0660, -0.1289], [-0.5140, 0.2342, 0.3029], [0.3800, -0.2624, -0.2489], [-0.0035, -0.0104, 0.0250], [-0.0016, -0.0091, -0.0029], [-0.0033, -0.0039, 0.0035], [0.0209, 0.0027, 0.0173], [0.0254, 0.0053, 0.0409], [-0.0080, -0.0273, 0.0376], [0.0149, -0.0059, 0.0417], [0.0204, 0.0217, 0.0057], [-0.0514, -0.0119, -0.0866], [0.0411, 0.0137, -0.0468], [-0.4522, 0.3170, 0.1654], [0.4235, -0.2632, -0.1636], [-0.0053, -0.0115, 0.0219], [-0.0011, -0.0084, -0.0045], [-0.0023, -0.0045, 0.0006], [0.0151, 0.0037, 0.0211], [0.0195, -0.0028, 0.0460], [0.0055, -0.0264, 0.0116], [0.0021, -0.0070, 0.0127]], "mulliken_charge": [-0.049, -0.513, -0.027, 0.658, -0.133, -1.411, -0.207, -0.756, -0.097, -1.067, -1.345, -0.205, 0.480, -0.513, -0.365, 0.596, -0.540, -0.417, 0.127, 0.287, -0.139, -0.344, 0.338, -0.224, -0.176, 0.303, -0.010, 0.344, 0.386, 0.496, 0.117, 0.536, 0.286, 0.304, 0.078, 0.428, 0.393, 0.451, 0.380, 0.013, 0.323, 0.392, 0.339, 0.295, -1.211, -0.347, -0.388, 0.249, -0.442, 0.207, 0.405, 0.413, 0.315, 0.239, 0.189, 0.404, -1.176, -0.702, -0.009, 0.290, -0.455, 0.335, 0.422, 0.248, 0.325, 0.386, -0.090, 0.394, -0.600, 0.050, -0.573, 0.195, -0.490, 0.332, -0.198, 0.337, -0.119, 0.419, 0.330, 0.373, -1.208, -0.261, -0.454, 0.240, -0.429, 0.447, 0.302, 0.287, 0.281, 0.201, 0.305, 0.281, -0.763, -0.578, -0.459, 0.278, -0.426, 0.107, 0.358, 0.277, 0.329, 0.327, 0.334, 0.289, -1.137, -0.492, -0.318, 0.276, -0.523, 0.351, 0.337, 0.286, 0.296, 0.331, 0.334, 0.299, -1.128, -0.444, -0.345, 0.263, -0.478, 0.355, 0.326, 0.298, 0.303, 0.296, 0.322, 0.264]}